# 1
The following is a quantum chemistry calculation of C26H27KN6S10 as an isolated structure, from the Open Molecules 2025 dataset.

Its gap between HOMO and LUMO is 3.50 eV. As for the calculated total energy: -5917.42110 Eh.

```
! wB97M-V def2-TZVPD RIJCOSX def2/J DEFGRID3
* xyz -2 1
K 0.835 -0.165 0.024
S 1.463 -5.284 3.328
S 4.069 1.257 0.517
S -0.678 -2.922 -0.446
S 6.173 5.679 3.652
S 3.495 4.386 3.446
S 1.496 2.420 2.488
S 5.624 3.452 1.748
S 1.223 -1.756 2.884
S 3.694 -2.854 0.656
S -6.192 2.230 0.048
N -6.561 1.523 -4.453
N 0.949 1.800 -1.668
N -0.011 -2.026 -2.944
N -0.617 -4.191 -2.694
N 0.330 -0.832 -2.440
N -1.875 0.793 0.414
C 5.150 4.568 2.981
C -0.400 -2.962 -2.106
C 2.367 -4.081 0.949
C 1.105 1.385 -2.932
C -4.491 1.669 0.211
C -6.329 1.950 -1.706
C 2.114 3.486 -3.529
C 1.694 2.224 -3.895
C 1.943 3.900 -2.215
C 2.716 -5.112 2.008
C 0.674 0.062 -3.299
C 1.364 3.004 -1.329
C -3.438 2.557 0.047
C 3.991 -2.099 2.288
C -2.885 -0.048 0.557
C 3.071 3.010 2.394
C 1.928 -3.991 4.534
C -6.834 0.560 -3.571
C 1.142 -2.693 4.446
C -6.156 2.694 -3.960
C -4.214 0.335 0.466
C -6.023 2.964 -2.617
C 4.093 2.556 1.597
C -6.739 0.713 -2.206
C -2.148 2.062 0.163
C 2.931 -1.157 2.829
H 2.888 -0.265 2.200
H 1.838 1.868 -4.907
H 1.232 3.267 -0.286
H 2.998 -3.823 4.434
H 2.267 4.878 -1.890
H 2.241 -4.546 -0.031
H 0.079 -2.902 4.553
H -1.294 2.715 0.062
H 4.902 -1.522 2.115
H 4.227 -2.909 2.982
H 1.444 -3.551 1.186
H 3.662 -4.893 2.502
H 3.198 -0.840 3.841
H -5.012 -0.380 0.598
H 2.784 -6.114 1.583
H 1.744 -4.449 5.511
H -2.615 -1.077 0.752
H 0.682 -0.172 -4.372
H -1.200 -4.801 -2.142
H -5.932 3.454 -4.702
H -3.620 3.602 -0.154
H -0.774 -4.181 -3.691
H -5.695 3.931 -2.269
H 1.463 -2.021 5.245
H 2.579 4.144 -4.252
H -7.152 -0.383 -4.002
H -6.977 -0.098 -1.534
*
```

# 2
The following is a quantum chemistry calculation of C26H27MoN4O2 as an isolated structure, from the Open Molecules 2025 dataset.

The energy relative to the best compared isomer or geometry (same formula, charge and spin) is 0.0 kJ/mol. Its gap between HOMO and LUMO is 6.06 eV. As for the calculated total energy: -1443.66168 Eh.

```
! wB97M-V def2-TZVPD RIJCOSX def2/J DEFGRID3
* xyz 3 1
Mo 0.874 -0.249 -0.445
O 1.605 1.309 0.270
O -0.334 -1.431 0.433
N 2.739 -1.672 1.703
N 0.690 -1.735 -1.896
N -3.231 0.567 2.242
N 2.367 0.190 -1.885
C 2.508 2.276 0.168
C -0.476 -4.944 -0.477
C -0.713 1.496 -1.779
C -0.487 -2.748 0.581
C -1.753 1.455 0.423
C 4.442 4.225 -0.172
C -0.244 -3.552 -0.553
C -2.660 2.403 -0.056
C -1.673 2.392 -2.244
C -0.885 -5.496 0.711
C 0.254 -2.970 -1.730
C 4.320 3.248 -1.128
C -0.891 -3.307 1.784
C 1.230 -1.411 -3.230
C -3.346 0.358 3.724
C 3.227 1.187 -1.891
C -0.790 1.015 -0.479
C 2.637 3.253 1.146
C -2.641 2.851 -1.370
C 3.608 4.221 0.956
C -1.844 1.025 1.866
C 3.339 2.246 -0.972
C -1.072 -4.680 1.835
C -3.661 -0.649 1.487
C 2.081 -1.117 0.935
C 2.581 -0.810 -2.957
H 5.190 4.999 -0.277
H -2.662 -0.437 4.011
H -3.595 -0.446 0.422
H -3.370 3.580 -1.699
H -3.401 2.830 0.612
H 4.969 3.235 -1.994
H 2.009 3.245 2.025
H -3.003 -1.470 1.763
H -1.612 1.860 2.528
H -1.175 0.200 2.103
H 0.563 -0.697 -3.718
H -4.686 -0.883 1.762
H -3.087 1.282 4.233
H 1.290 -2.304 -3.848
H 0.321 -3.622 -2.599
H 3.731 4.995 1.702
H 3.953 1.188 -2.702
H -1.048 -6.562 0.791
H -1.363 -5.139 2.771
H 3.004 -0.329 -3.837
H -0.308 -5.564 -1.348
H -1.628 2.750 -3.264
H -1.012 -2.692 2.665
H -3.880 1.317 1.997
H -4.369 0.074 3.954
H 0.090 1.215 -2.459
H 3.276 -1.569 -2.594
*
```

# 3
The following is a quantum chemistry calculation of a 4-piece molecular cluster, C26H27N5O3 overall, from the Open Molecules 2025 dataset.

The energy relative to the best compared isomer or geometry (same formula, charge and spin) is 741.1 kJ/mol. Its gap between HOMO and LUMO is 7.47 eV. As for the SMILES: [H]/N=C/CC1=CC(=O)C=C(N(C)C(C)=O)C1=O.c1ccncc1.c1ccncc1.c1ccncc1. As for the calculated total energy: -1506.27494 Eh.

```
! wB97M-V def2-TZVPD RIJCOSX def2/J DEFGRID3
* xyz 0 1
O 1.871 1.304 1.118
O 0.526 -2.530 -2.381
O -3.837 -1.330 -1.762
N 5.889 1.099 3.981
N 1.588 -1.595 -5.736
N -1.767 -1.678 -0.751
N 0.691 3.944 3.829
N -3.840 -5.010 -0.819
C -2.451 0.675 -1.912
C 1.474 -0.644 -4.834
C -3.987 -6.339 -0.932
C 0.608 -1.433 -1.797
C -4.382 -6.975 -2.098
C -0.881 5.728 3.457
C -4.646 -6.194 -3.214
C 5.673 3.490 4.152
C 4.404 3.431 3.595
C -0.475 4.122 1.731
C 6.371 2.304 4.321
C -2.267 -2.136 0.580
C 0.037 5.043 4.237
C 2.494 -0.630 -3.602
C -2.732 -0.834 -1.461
C -4.503 -4.817 -3.125
C 2.148 0.523 -1.224
C 3.882 2.198 3.232
C 1.368 0.662 0.168
C 1.787 -0.457 -2.191
C 4.658 1.071 3.446
C 0.423 3.506 2.589
C -0.462 -1.005 -0.675
C -0.082 -0.012 0.244
C -1.139 5.255 2.178
C -4.099 -4.276 -1.914
H 3.827 4.337 3.446
H 6.112 4.435 4.448
H 0.877 -1.462 -6.474
H -2.511 -1.267 1.275
H -2.327 1.327 -0.976
H -4.702 -4.178 -3.976
H -3.970 -3.202 -1.794
H -0.841 0.312 1.038
H 0.667 0.136 -5.019
H -3.247 -2.704 0.375
H -3.297 1.117 -2.528
H -1.581 -2.915 1.069
H 7.368 2.299 4.749
H 3.003 -1.658 -3.616
H 4.292 0.083 3.182
H -1.382 6.608 3.839
H 2.897 2.115 2.795
H -4.959 -6.655 -4.145
H 0.964 2.614 2.284
H 3.004 1.218 -1.517
H -1.462 0.769 -2.492
H 0.274 5.375 5.242
H 3.262 0.188 -3.807
H -4.483 -8.053 -2.132
H -1.850 5.765 1.537
H -0.651 3.726 0.738
H -3.773 -6.907 -0.032
*
```

What did the first record say?
The following is a quantum chemistry calculation of C26H27KN6S10 as an isolated structure, from the Open Molecules 2025 dataset.

Its gap between HOMO and LUMO is 3.50 eV. As for the calculated total energy: -5917.42110 Eh.

```
! wB97M-V def2-TZVPD RIJCOSX def2/J DEFGRID3
* xyz -2 1
K 0.835 -0.165 0.024
S 1.463 -5.284 3.328
S 4.069 1.257 0.517
S -0.678 -2.922 -0.446
S 6.173 5.679 3.652
S 3.495 4.386 3.446
S 1.496 2.420 2.488
S 5.624 3.452 1.748
S 1.223 -1.756 2.884
S 3.694 -2.854 0.656
S -6.192 2.230 0.048
N -6.561 1.523 -4.453
N 0.949 1.800 -1.668
N -0.011 -2.026 -2.944
N -0.617 -4.191 -2.694
N 0.330 -0.832 -2.440
N -1.875 0.793 0.414
C 5.150 4.568 2.981
C -0.400 -2.962 -2.106
C 2.367 -4.081 0.949
C 1.105 1.385 -2.932
C -4.491 1.669 0.211
C -6.329 1.950 -1.706
C 2.114 3.486 -3.529
C 1.694 2.224 -3.895
C 1.943 3.900 -2.215
C 2.716 -5.112 2.008
C 0.674 0.062 -3.299
C 1.364 3.004 -1.329
C -3.438 2.557 0.047
C 3.991 -2.099 2.288
C -2.885 -0.048 0.557
C 3.071 3.010 2.394
C 1.928 -3.991 4.534
C -6.834 0.560 -3.571
C 1.142 -2.693 4.446
C -6.156 2.694 -3.960
C -4.214 0.335 0.466
C -6.023 2.964 -2.617
C 4.093 2.556 1.597
C -6.739 0.713 -2.206
C -2.148 2.062 0.163
C 2.931 -1.157 2.829
H 2.888 -0.265 2.200
H 1.838 1.868 -4.907
H 1.232 3.267 -0.286
H 2.998 -3.823 4.434
H 2.267 4.878 -1.890
H 2.241 -4.546 -0.031
H 0.079 -2.902 4.553
H -1.294 2.715 0.062
H 4.902 -1.522 2.115
H 4.227 -2.909 2.982
H 1.444 -3.551 1.186
H 3.662 -4.893 2.502
H 3.198 -0.840 3.841
H -5.012 -0.380 0.598
H 2.784 -6.114 1.583
H 1.744 -4.449 5.511
H -2.615 -1.077 0.752
H 0.682 -0.172 -4.372
H -1.200 -4.801 -2.142
H -5.932 3.454 -4.702
H -3.620 3.602 -0.154
H -0.774 -4.181 -3.691
H -5.695 3.931 -2.269
H 1.463 -2.021 5.245
H 2.579 4.144 -4.252
H -7.152 -0.383 -4.002
H -6.977 -0.098 -1.534
*
```

Please write out number 3 again, unchanged.
The following is a quantum chemistry calculation of a 4-piece molecular cluster, C26H27N5O3 overall, from the Open Molecules 2025 dataset.

The energy relative to the best compared isomer or geometry (same formula, charge and spin) is 741.1 kJ/mol. Its gap between HOMO and LUMO is 7.47 eV. As for the SMILES: [H]/N=C/CC1=CC(=O)C=C(N(C)C(C)=O)C1=O.c1ccncc1.c1ccncc1.c1ccncc1. As for the calculated total energy: -1506.27494 Eh.

```
! wB97M-V def2-TZVPD RIJCOSX def2/J DEFGRID3
* xyz 0 1
O 1.871 1.304 1.118
O 0.526 -2.530 -2.381
O -3.837 -1.330 -1.762
N 5.889 1.099 3.981
N 1.588 -1.595 -5.736
N -1.767 -1.678 -0.751
N 0.691 3.944 3.829
N -3.840 -5.010 -0.819
C -2.451 0.675 -1.912
C 1.474 -0.644 -4.834
C -3.987 -6.339 -0.932
C 0.608 -1.433 -1.797
C -4.382 -6.975 -2.098
C -0.881 5.728 3.457
C -4.646 -6.194 -3.214
C 5.673 3.490 4.152
C 4.404 3.431 3.595
C -0.475 4.122 1.731
C 6.371 2.304 4.321
C -2.267 -2.136 0.580
C 0.037 5.043 4.237
C 2.494 -0.630 -3.602
C -2.732 -0.834 -1.461
C -4.503 -4.817 -3.125
C 2.148 0.523 -1.224
C 3.882 2.198 3.232
C 1.368 0.662 0.168
C 1.787 -0.457 -2.191
C 4.658 1.071 3.446
C 0.423 3.506 2.589
C -0.462 -1.005 -0.675
C -0.082 -0.012 0.244
C -1.139 5.255 2.178
C -4.099 -4.276 -1.914
H 3.827 4.337 3.446
H 6.112 4.435 4.448
H 0.877 -1.462 -6.474
H -2.511 -1.267 1.275
H -2.327 1.327 -0.976
H -4.702 -4.178 -3.976
H -3.970 -3.202 -1.794
H -0.841 0.312 1.038
H 0.667 0.136 -5.019
H -3.247 -2.704 0.375
H -3.297 1.117 -2.528
H -1.581 -2.915 1.069
H 7.368 2.299 4.749
H 3.003 -1.658 -3.616
H 4.292 0.083 3.182
H -1.382 6.608 3.839
H 2.897 2.115 2.795
H -4.959 -6.655 -4.145
H 0.964 2.614 2.284
H 3.004 1.218 -1.517
H -1.462 0.769 -2.492
H 0.274 5.375 5.242
H 3.262 0.188 -3.807
H -4.483 -8.053 -2.132
H -1.850 5.765 1.537
H -0.651 3.726 0.738
H -3.773 -6.907 -0.032
*
```